Formula: C3H3Br9
Source: the Open Molecules 2025 dataset
Level of theory: ωB97M-V with the def2-TZVPD basis set

The geometry in XYZ format:
```
15
Properties=species:S:1:pos:R:3
C -10.69143 -10.14101 10.58662
Br -10.18710 -9.79361 8.65793
Br -10.97604 -8.56713 11.69314
Br -9.16495 -11.20261 11.34294
H -11.61467 -10.70322 10.72670
C -16.66741 -13.76434 11.01733
Br -17.28532 -15.51787 10.34426
Br -15.64196 -13.99605 12.71312
Br -18.21505 -12.39679 11.15495
H -15.99506 -13.27497 10.31265
C -14.36250 -10.64680 10.28029
Br -13.88177 -9.05376 11.35706
Br -15.77197 -11.69270 11.08811
Br -12.65690 -11.60235 9.97034
H -14.68617 -10.37200 9.27639
```

largest force on an atom	10.93	eV Å⁻¹
energy relative to the best compared isomer or geometry (same formula, charge and spin)	7.624	eV
frontier orbital gap	7.926	eV
HOMO	-9.04	eV
LUMO level	-0.041	hartree

=====

Formula: C5H10N3
Source: the Open Molecules 2025 dataset
Level of theory: ωB97M-V with the def2-TZVPD basis set

The geometry in XYZ format:
```
18
Properties=species:S:1:pos:R:3
C -2.82512 -0.83733 0.19345
C -1.60442 -0.00698 0.21407
C -1.59108 1.33376 0.16008
C -0.39809 2.13398 0.12429
N 0.78848 1.73407 -0.02816
C 1.62148 0.78021 -0.29079
N 2.33997 0.17358 0.60522
N 3.44901 -0.59791 0.10739
H -3.67261 -0.29229 -0.21508
H -3.07871 -1.14721 1.20956
H -2.65665 -1.74666 -0.37928
H -0.66035 -0.53344 0.28729
H -2.52099 1.88402 0.14338
H -0.51997 3.21030 0.20888
H 1.81760 0.62551 -1.36541
H 4.19438 0.00570 -0.28736
H 3.19232 -1.29894 -0.61542
H 3.83425 -1.08686 0.93052
```

largest force on an atom	1.57	eV Å⁻¹
structure (SMILES)	C/C=C/C=N\C=N\[NH3+]
energy relative to the best compared isomer or geometry (same formula, charge and spin)	3.382	eV
frontier orbital gap	9.646	eV
HOMO	-13.29	eV
LUMO level	-0.134	hartree
net charge	+1

=====

Formula: C14H23N2
Source: the Open Molecules 2025 dataset
Level of theory: ωB97M-V with the def2-TZVPD basis set

The geometry in XYZ format:
```
39
Properties=species:S:1:pos:R:3
C -1.54009 -1.55953 1.36881
C -0.70929 -0.28541 0.97850
C -1.47487 0.88087 1.65762
C 0.72167 -0.40222 1.49263
C 1.39971 0.79228 1.74240
C 2.77410 0.73185 2.07704
C 3.39526 -0.51136 2.22862
C 2.66698 -1.68619 2.08113
C 1.30463 -1.64307 1.75102
N -0.59645 -0.05166 -0.46177
C -0.41267 -1.41033 -1.15670
C 0.31359 -1.29395 -2.48271
C 0.23469 0.14833 -2.92611
C -0.08521 1.01211 -1.72018
C -1.26106 1.86208 -2.12701
N -1.92240 2.50696 -0.99193
H -1.30314 -2.47549 0.79701
H -1.34086 -1.72960 2.45227
H -2.62204 -1.35540 1.27376
H -1.19446 1.86314 1.24237
H -2.56943 0.77135 1.53726
H -1.22826 0.80555 2.73443
H 0.88581 1.74881 1.79802
H 3.31593 1.66165 2.18179
H 4.46939 -0.55403 2.45040
H 3.13748 -2.66827 2.19011
H 0.70705 -2.56256 1.81329
H -1.58361 0.15976 -0.60598
H -1.47158 -1.60100 -1.32339
H 0.01980 -2.18301 -0.51299
H -0.14239 -1.97235 -3.21723
H 1.36667 -1.57401 -2.37432
H -0.51303 0.26690 -3.73185
H 1.17980 0.51434 -3.33151
H 0.75658 1.62432 -1.38740
H -1.97842 1.30519 -2.76333
H -0.81494 2.61457 -2.79578
H -1.22765 3.13280 -0.57607
H -2.65726 3.11661 -1.36220
```

largest force on an atom	4.32	eV Å⁻¹
structure (SMILES)	CC(C)(c1ccccc1)[N@@H+]1CCC[C@H]1CN
energy relative to the best compared isomer or geometry (same formula, charge and spin)	1.391	eV
frontier orbital gap	9.981	eV
HOMO	-12.34	eV
LUMO level	-0.087	hartree
net charge	+1

=====

Formula: C27H20CsF5N4O5S
Source: the Open Molecules 2025 dataset
Level of theory: ωB97M-V with the def2-TZVPD basis set

The geometry in XYZ format:
```
63
Properties=species:S:1:pos:R:3
Cs 0.59852 -0.56199 -0.23618
N 2.09037 -0.28959 4.65928
C 1.97922 -0.47676 3.30439
O 1.03297 -1.05740 2.81835
C 3.11763 0.08582 2.45104
C 2.81634 1.49653 2.08110
H 1.24703 -0.43791 5.18981
H 2.72279 0.41691 4.99218
H 3.18016 -0.56267 1.57307
H 4.05993 0.01981 3.00343
H 2.16438 1.73558 1.25140
H 3.14009 2.30890 2.71729
O -6.69493 3.56379 0.30701
C -7.04765 2.23973 0.32942
O -8.23211 1.97969 0.36111
C -5.96257 1.26280 0.29933
C -4.58768 1.58670 0.28381
C -3.62549 0.61523 0.26070
C -3.94219 -0.76852 0.25417
C -5.33263 -1.08645 0.26970
C -6.28939 -0.10265 0.29145
N -2.89661 -1.62713 0.24012
C -3.10272 -2.93410 0.25368
C -2.03618 -3.87974 0.25045
C -2.31525 -5.26958 0.23425
C -1.27975 -6.17260 0.21393
C 0.03690 -5.70618 0.20775
C 0.22645 -4.32825 0.22939
N -0.75517 -3.44370 0.26231
H -5.73857 3.63167 0.26653
H -4.23651 2.61557 0.29744
H -2.57685 0.87939 0.26257
H -5.66191 -2.11672 0.26401
H -7.33979 -0.36755 0.30322
H -4.10757 -3.36188 0.26242
H -3.34714 -5.60210 0.22941
H -1.48826 -7.23730 0.19478
H 0.88434 -6.37750 0.17238
H 1.22495 -3.89706 0.20942
O 2.88161 -1.87158 -0.73520
N 3.53758 -1.49876 -1.80347
C 4.78806 -1.01340 -1.61591
C 5.58209 -0.57090 -2.63982
C 5.05895 -0.63009 -3.93526
C 3.79323 -1.12030 -4.11815
C 2.96369 -1.56968 -3.05850
S 1.39896 -2.14901 -3.30291
H 5.07261 -1.01433 -0.57438
H 6.56726 -0.18140 -2.42749
H 5.63730 -0.28486 -4.78337
H 3.35469 -1.17275 -5.10429
F 2.60957 7.14561 -1.04289
C 2.04052 5.93756 -0.80513
C 0.95653 5.81715 0.04672
F 0.47311 6.92626 0.64773
C 0.37404 4.59149 0.28788
F -0.67532 4.54396 1.13622
C 0.82298 3.37479 -0.30675
O 0.31976 2.24135 -0.07474
C 1.94209 3.56636 -1.17364
F 2.46436 2.47895 -1.77959
C 2.52550 4.79035 -1.41235
F 3.58560 4.89039 -2.24059
```

largest force on an atom	1.12	eV Å⁻¹
energy relative to the best compared isomer or geometry (same formula, charge and spin)	0.000	eV
frontier orbital gap (alpha / beta)	5.788 / 3.810	eV
HOMO (alpha / beta)	-2.29 / -0.33	eV
LUMO level (alpha / beta)	0.129 / 0.128	hartree
net charge	-2

=====

Copy entry 2 word for word.
Formula: C5H10N3
Source: the Open Molecules 2025 dataset
Level of theory: ωB97M-V with the def2-TZVPD basis set

The geometry in XYZ format:
```
18
Properties=species:S:1:pos:R:3
C -2.82512 -0.83733 0.19345
C -1.60442 -0.00698 0.21407
C -1.59108 1.33376 0.16008
C -0.39809 2.13398 0.12429
N 0.78848 1.73407 -0.02816
C 1.62148 0.78021 -0.29079
N 2.33997 0.17358 0.60522
N 3.44901 -0.59791 0.10739
H -3.67261 -0.29229 -0.21508
H -3.07871 -1.14721 1.20956
H -2.65665 -1.74666 -0.37928
H -0.66035 -0.53344 0.28729
H -2.52099 1.88402 0.14338
H -0.51997 3.21030 0.20888
H 1.81760 0.62551 -1.36541
H 4.19438 0.00570 -0.28736
H 3.19232 -1.29894 -0.61542
H 3.83425 -1.08686 0.93052
```

largest force on an atom	1.57	eV Å⁻¹
structure (SMILES)	C/C=C/C=N\C=N\[NH3+]
energy relative to the best compared isomer or geometry (same formula, charge and spin)	3.382	eV
frontier orbital gap	9.646	eV
HOMO	-13.29	eV
LUMO level	-0.134	hartree
net charge	+1